100
Properties=species:S:1:pos:R:3:forces:R:3 method="wB97M-V/def2-TZVPD" orbital_gap_ev="5.69 / 5.66" charge=+1 spin_multiplicity=5 energy_ha=-3788.13266 s_squared=6.03 lumo_ha="-0.08458 / -0.18714"
Ir 0.764500 0.157759 -2.231694 0.346 -0.233 -0.427
N 3.363106 -1.987529 -2.751638 0.058 0.149 -0.054
C 3.725411 -0.725312 -2.495681 -0.058 -0.069 0.009
N 5.015398 -0.495277 -2.366268 -0.009 0.072 -0.029
C 5.367794 0.794280 -2.174322 0.047 0.096 0.057
N 6.675169 1.011179 -1.948320 -0.017 0.061 -0.076
N 4.561365 1.847811 -2.191840 0.091 -0.190 0.029
C 3.257943 1.577550 -2.324643 0.085 0.041 -0.060
N 2.765373 0.246723 -2.380555 -0.458 0.039 0.054
C 2.316277 2.612650 -2.437667 -0.242 -0.044 -0.029
C 2.655073 3.991296 -2.447418 0.058 -0.081 0.011
C 1.665347 4.921555 -2.540271 -0.113 0.008 -0.001
C 0.309377 4.506030 -2.628610 0.151 0.129 -0.011
C 0.035696 3.168118 -2.625950 0.213 -0.274 0.000
N 0.998900 2.225499 -2.540460 0.032 0.353 0.109
H 4.106433 -2.648287 -2.896125 -0.007 -0.007 0.023
H 2.411673 -2.232326 -2.955801 0.017 -0.046 -0.011
H 7.318062 0.254974 -2.101561 -0.003 -0.003 0.025
H 7.006583 1.959442 -1.965138 0.015 -0.014 0.031
H 3.702212 4.253845 -2.381083 -0.067 0.026 0.010
H 1.907599 5.976928 -2.546830 -0.003 -0.039 -0.004
H -0.497337 5.221734 -2.695675 0.033 -0.009 -0.014
H -0.978743 2.797386 -2.685241 0.011 -0.045 0.015
O -1.285177 0.326361 -2.571337 0.118 0.360 -0.160
S -2.372627 -0.580754 -1.973908 -0.263 -0.505 0.231
C -3.364029 -1.050505 -3.381845 0.080 0.123 -0.110
C -4.494953 -1.825755 -3.160628 0.031 -0.012 0.070
C -5.266766 -2.199504 -4.248005 0.004 0.002 -0.036
C -4.901103 -1.806670 -5.532061 -0.004 0.002 0.028
C -3.763767 -1.038372 -5.733849 0.024 -0.013 0.030
C -2.979363 -0.653526 -4.651646 -0.071 0.012 -0.025
C -3.488271 0.535629 -1.165456 0.078 0.149 -0.073
C -3.690222 1.810777 -1.677783 -0.100 0.056 -0.012
C -4.526799 2.674617 -0.992028 0.005 0.004 0.007
C -5.159230 2.254294 0.176553 0.030 -0.056 -0.015
C -4.966846 0.967186 0.658427 -0.054 0.069 -0.041
C -4.115015 0.096869 -0.009654 -0.001 -0.069 -0.082
H -4.774918 -2.130782 -2.156905 0.023 0.022 -0.072
H -6.154383 -2.799612 -4.094039 0.036 0.015 -0.009
H -5.508372 -2.103692 -6.377930 0.027 0.010 0.036
H -3.480819 -0.736150 -6.734506 -0.013 -0.009 0.046
H -2.091902 -0.048643 -4.789492 -0.038 -0.026 0.001
H -3.211385 2.113056 -2.602837 0.003 -0.021 0.099
H -4.692538 3.675425 -1.371252 -0.004 -0.043 0.031
H -5.809109 2.935799 0.710947 0.008 -0.020 -0.032
H -5.472890 0.639488 1.557651 0.020 0.023 -0.030
H -3.943180 -0.907309 0.367038 -0.024 0.124 -0.078
N -0.281324 -7.238787 -2.154529 0.008 0.168 0.011
C -0.156398 -6.095678 -2.134504 -0.049 0.160 0.031
C 0.012581 -4.658977 -2.112046 0.073 -0.243 -0.003
C 0.663803 -4.047701 -1.040147 0.012 -0.003 0.035
C 0.886560 -2.681626 -1.052950 -0.082 -0.070 0.001
C 0.467506 -1.869451 -2.116920 -0.002 -0.138 0.072
C -0.205889 -2.509617 -3.165978 0.076 -0.119 -0.047
C -0.427048 -3.882597 -3.176673 -0.063 0.042 -0.053
H 0.997758 -4.652184 -0.205325 0.016 0.015 -0.035
H 1.423195 -2.237835 -0.220752 -0.036 -0.019 -0.083
H -0.553507 -1.933890 -4.017455 0.037 -0.019 -0.017
H -0.933273 -4.353278 -4.010396 0.020 0.022 0.006
C 2.526691 1.687417 5.261275 0.029 -0.008 0.247
Si 2.392875 1.735790 3.404590 -0.016 -0.054 -0.048
C 1.905380 3.434745 2.817253 -0.126 0.187 -0.098
C 3.985962 1.217375 2.596022 0.183 -0.096 -0.143
Si 0.692756 0.208756 2.819948 0.179 0.125 0.129
Te 0.365502 0.737702 0.353815 -0.451 0.074 0.344
Si 1.226512 -2.052943 3.129187 0.051 -0.017 -0.042
C 1.281745 -2.300900 4.975556 0.002 0.009 0.254
C 2.884582 -2.437335 2.374994 0.213 0.018 -0.154
C -0.080807 -3.141041 2.372282 -0.224 -0.078 -0.103
Si -1.431573 0.831309 3.632632 -0.117 -0.111 -0.243
C -2.634243 -0.427046 2.942345 -0.086 -0.182 -0.084
C -1.473113 0.774696 5.491966 0.112 -0.023 0.256
C -1.907365 2.514259 2.991813 0.054 0.252 -0.085
H 3.303494 2.383027 5.598288 -0.071 -0.066 -0.006
H 2.792968 0.688295 5.620609 -0.016 0.108 -0.012
H 1.585657 1.978832 5.737948 0.106 -0.020 -0.021
H 2.710944 4.148517 3.019230 -0.063 -0.044 -0.010
H 1.002948 3.791748 3.322506 0.090 -0.006 -0.061
H 1.713050 3.442343 1.738220 0.035 0.045 0.101
H 4.767840 1.958045 2.794842 -0.051 -0.055 -0.019
H 3.869484 1.135796 1.509266 0.045 0.008 0.094
H 4.333843 0.251817 2.972874 0.000 0.096 -0.046
H 2.039604 -1.665995 5.445684 -0.075 -0.081 -0.023
H 1.531070 -3.343639 5.201436 -0.025 0.087 0.001
H 0.317200 -2.078464 5.443553 0.102 -0.040 -0.029
H 3.688561 -1.892519 2.877307 -0.056 -0.078 -0.054
H 2.920195 -2.178178 1.310720 0.061 -0.036 0.140
H 3.093982 -3.508277 2.469457 0.001 0.071 -0.018
H -1.044539 -3.018896 2.873396 0.074 -0.045 -0.035
H 0.214807 -4.192024 2.465859 -0.038 0.065 -0.012
H -0.223080 -2.922237 1.309802 -0.034 -0.046 0.144
H -2.501875 -1.405680 3.413007 -0.030 0.083 -0.030
H -2.487425 -0.547986 1.861376 0.025 0.018 0.291
H -3.669555 -0.107761 3.111996 0.126 -0.047 -0.008
H -1.252969 -0.231844 5.861759 -0.033 0.111 0.000
H -2.474194 1.050063 5.841010 0.078 -0.027 -0.009
H -0.756653 1.465047 5.947066 -0.092 -0.059 -0.028
H -1.816941 2.553462 1.901204 -0.049 0.028 0.085
H -1.278824 3.306898 3.409417 -0.090 -0.060 -0.041
H -2.947973 2.734195 3.253522 0.074 -0.014 -0.004